1.
The following is a DFT calculation (wB97M-V/def2-TZVPD) of a structure of composition C40H26F9MoN3O2PS.

Cartesian coordinates (Å):
Mo: -0.97 0.16 1.31
O: -0.69 1.50 2.33
C: -0.38 1.96 3.54
C: -0.48 3.30 3.90
C: -0.18 3.69 5.20
C: 0.26 2.75 6.13
C: 0.39 1.42 5.79
C: 0.06 0.98 4.49
C: 0.17 -0.40 4.12
N: -0.18 -0.89 2.95
N: -0.10 -2.20 2.74
C: -0.44 -2.54 1.53
O: -0.77 -1.51 0.74
C: -0.49 -3.90 1.08
C: -0.57 -4.95 2.02
C: -0.70 -6.25 1.58
C: -0.70 -6.53 0.21
C: -0.57 -5.50 -0.72
C: -0.50 -4.19 -0.30
H: -0.81 4.02 3.16
H: -0.30 4.72 5.48
H: 0.52 3.07 7.13
H: 0.75 0.71 6.52
H: 0.57 -1.10 4.85
H: -0.55 -4.71 3.07
H: -0.82 -7.05 2.29
H: -0.81 -7.54 -0.13
H: -0.53 -5.72 -1.78
H: -0.42 -3.38 -1.01
S: -3.13 -0.56 2.39
C: -3.76 0.16 0.94
C: -5.09 0.16 0.53
C: -5.42 0.92 -0.57
C: -4.42 1.65 -1.23
C: -3.11 1.53 -0.81
N: -2.77 0.77 0.26
H: -5.83 -0.41 1.08
H: -6.44 0.98 -0.92
H: -4.66 2.30 -2.05
H: -2.31 2.05 -1.31
F: 3.47 6.00 -3.34
C: 3.78 5.63 -2.09
F: 3.64 6.68 -1.29
F: 5.06 5.26 -2.08
C: 2.89 4.47 -1.68
C: 3.11 3.24 -2.29
C: 2.29 2.17 -1.99
C: 1.24 2.35 -1.08
C: 1.03 3.57 -0.45
C: 1.87 4.64 -0.75
P: 0.21 0.88 -0.83
C: -0.50 0.43 -2.43
C: -0.45 1.33 -3.50
C: -1.04 1.00 -4.71
C: -1.66 -0.24 -4.86
C: -1.71 -1.14 -3.81
C: -1.16 -0.80 -2.58
C: -2.37 -0.57 -6.16
F: -3.69 -0.44 -5.98
F: -2.02 0.24 -7.15
F: -2.14 -1.83 -6.54
C: 1.49 -0.31 -0.32
C: 1.78 -1.50 -0.99
C: 2.63 -2.42 -0.41
C: 3.17 -2.16 0.85
C: 2.91 -0.97 1.52
C: 2.07 -0.04 0.94
C: 4.02 -3.25 1.49
F: 5.06 -3.57 0.73
F: 3.26 -4.35 1.64
F: 4.46 -2.90 2.69
H: 3.91 3.13 -3.00
H: 2.46 1.21 -2.46
H: 0.23 3.68 0.27
H: 1.73 5.60 -0.27
H: 0.04 2.28 -3.39
H: -1.00 1.69 -5.53
H: -2.20 -2.10 -3.95
H: -1.25 -1.48 -1.74
H: 1.36 -1.68 -1.97
H: 2.87 -3.34 -0.92
H: 3.38 -0.78 2.48
H: 1.96 0.95 1.39

Kohn-Sham gap = 0.187 hartree
Relative energy (zero: lowest compared OMol25 entry of this formula, charge and spin) = 30.70 kcal per mole
Total charge = +3

=====

2.
The following is a DFT calculation (wB97M-V/def2-TZVPD) of an isolated molecule of C2H3BrFN.

Cartesian coordinates (Å):
C: -0.17 -0.37 -0.37
C: 0.60 0.62 0.61
N: -1.36 -0.80 -0.17
F: -1.71 -1.76 -1.11
Br: 0.10 2.46 0.33
H: 0.35 -0.85 -1.27
H: 1.71 0.52 0.37
H: 0.48 0.18 1.61

Kohn-Sham gap = 0.409 hartree
SMILES string = F/N=C/CBr
Relative energy (zero: lowest compared OMol25 entry of this formula, charge and spin) = 22.31 kcal per mole

=====

3.
The following is a DFT calculation (wB97M-V/def2-TZVPD) of a cluster of 2 separate species, C6H17NO3 in total.

Cartesian coordinates (Å):
C: -1.88 2.31 2.20
O: -1.25 1.42 1.29
C: -2.09 0.32 1.04
C: -1.41 -0.75 0.21
N: -0.99 -0.29 -1.12
C: -0.25 -1.34 -1.81
C: 1.17 -1.68 -1.32
O: 1.92 -0.52 -1.16
C: 3.30 -0.73 -0.93
H: -1.12 3.03 2.49
H: -2.18 1.78 3.12
H: -2.75 2.80 1.77
H: -3.03 0.64 0.57
H: -2.39 -0.18 1.97
H: -2.08 -1.61 0.10
H: -0.55 -1.15 0.77
H: -0.34 0.48 -0.93
H: -0.08 -1.02 -2.85
H: -0.84 -2.26 -1.82
H: 1.58 -2.39 -2.05
H: 1.14 -2.29 -0.40
H: 3.52 -1.80 -0.83
H: 3.57 -0.20 -0.01
H: 3.93 -0.38 -1.75
O: 1.17 2.31 0.53
H: 0.37 1.90 0.92
H: 1.58 1.61 0.01

Kohn-Sham gap = 0.366 hartree
SMILES string = COCCNCCOC.O
Relative energy (zero: lowest compared OMol25 entry of this formula, charge and spin) = 61.82 kcal per mole

=====

4.
The following is a DFT calculation (wB97M-V/def2-TZVPD) of a cluster of 2 separate species, C6H13Cl2NO in total.

Cartesian coordinates (Å):
C: -0.25 1.61 1.36
C: -1.06 -0.53 -1.24
C: 0.34 1.99 0.00
C: 0.14 0.27 -1.75
C: 1.25 -2.22 1.71
C: 1.94 0.16 -0.07
N: 0.94 0.89 -0.72
O: 0.69 -2.84 0.64
Cl: 3.07 1.16 0.82
Cl: 2.82 -0.94 -1.13
H: -0.98 0.82 1.25
H: 0.54 1.27 2.02
H: -0.73 2.48 1.80
H: -1.55 -1.02 -2.08
H: -0.75 -1.29 -0.53
H: -1.79 0.13 -0.77
H: -0.44 2.41 -0.65
H: 1.11 2.77 0.14
H: 0.79 -0.39 -2.34
H: -0.21 1.07 -2.41
H: 2.31 -2.25 1.87
H: 0.57 -1.87 2.45
H: 1.36 -2.96 -0.05

Kohn-Sham gap (alpha / beta) = 0.269 / 0.292 hartree
Relative energy (zero: lowest compared OMol25 entry of this formula, charge and spin) = 42.33 kcal per mole

=====

5.
The following is a DFT calculation (wB97M-V/def2-TZVPD) of the ion C5H10NO4 with charge -1.

Cartesian coordinates (Å):
C: -2.05 -0.70 0.73
C: -1.56 -0.67 -0.84
O: -1.72 0.73 -1.30
C: 0.07 -1.00 -1.01
O: 0.76 0.27 -0.76
C: 1.58 0.26 0.45
N: 3.00 0.70 0.01
C: 1.10 1.43 1.54
O: 0.10 2.28 1.21
O: 1.86 1.48 2.80
H: -3.02 -0.03 0.87
H: -2.34 -1.81 0.98
H: -1.20 -0.26 1.40
H: -2.22 -1.33 -1.55
H: -2.61 0.83 -1.76
H: 0.41 -1.91 -0.37
H: 0.20 -1.27 -2.17
H: 1.59 -0.75 1.05
H: 2.83 1.66 -0.42
H: 3.23 0.10 -0.84

Kohn-Sham gap = 0.261 hartree
SMILES string = C[C@@H](O)CO[C@@H](N)C(=O)[O-]
Relative energy (zero: lowest compared OMol25 entry of this formula, charge and spin) = 60.87 kcal per mole
Total charge = -1

=====

6.
The following is a DFT calculation (wB97M-V/def2-TZVPD) of a structure of composition C4H4LiO.

Cartesian coordinates (Å):
H: 0.31 1.26 0.72
C: -2.41 0.45 0.07
C: -1.27 -0.24 0.13
C: 0.05 0.39 0.09
C: 1.11 -0.14 -0.47
O: 2.20 -0.45 -0.78
Li: 3.72 -1.62 -0.74
H: -2.43 1.53 -0.09
H: -3.37 -0.06 0.09
H: -1.29 -1.32 0.30

Kohn-Sham gap = 0.288 hartree
Relative energy (zero: lowest compared OMol25 entry of this formula, charge and spin) = 0.00 kcal per mole
Total charge = +1

=====

7.
The following is a DFT calculation (wB97M-V/def2-TZVPD) of an isolated molecule of C24H20N2O4.

Cartesian coordinates (Å):
C: -5.07 -3.96 1.22
H: -5.64 -3.56 0.37
H: -5.76 -4.48 1.89
H: -4.31 -4.66 0.85
O: -4.50 -2.93 1.99
C: -3.61 -2.10 1.40
C: -3.18 -2.17 0.09
C: -2.26 -1.27 -0.42
C: -1.74 -0.27 0.38
C: -2.17 -0.18 1.71
C: -3.08 -1.08 2.23
O: -3.55 -1.06 3.51
C: -3.09 -0.06 4.37
H: -3.59 -0.23 5.32
H: -2.00 -0.12 4.52
H: -3.34 0.94 4.00
H: -1.76 0.61 2.31
C: -0.78 0.72 -0.10
N: -0.66 1.83 0.61
C: 0.18 2.79 0.21
C: 0.27 3.97 0.99
C: 1.11 4.98 0.62
C: 1.90 4.86 -0.54
C: 1.84 3.73 -1.31
C: 0.98 2.68 -0.96
C: 0.88 1.46 -1.69
C: 0.00 0.50 -1.26
H: -0.08 -0.43 -1.80
C: 1.66 1.24 -2.94
O: 1.57 1.96 -3.91
N: 2.45 0.13 -2.96
C: 2.76 -0.77 -1.93
C: 2.90 -2.12 -2.23
C: 3.20 -3.03 -1.23
C: 3.37 -2.60 0.08
C: 3.25 -1.25 0.38
C: 2.96 -0.34 -0.62
H: 2.90 0.71 -0.38
H: 3.40 -0.92 1.39
O: 3.66 -3.46 1.09
H: 3.72 -4.36 0.75
H: 3.31 -4.08 -1.48
H: 2.76 -2.46 -3.24
H: 2.83 -0.09 -3.88
H: 2.44 3.65 -2.21
H: 2.56 5.67 -0.82
H: 1.18 5.87 1.21
H: -0.35 4.04 1.87
H: -1.98 -1.35 -1.46
H: -3.58 -2.94 -0.57

Kohn-Sham gap = 0.286 hartree
SMILES string = COc1ccc(-c2cc(C(=O)Nc3ccc(O)cc3)c3ccccc3n2)cc1OC
Relative energy (zero: lowest compared OMol25 entry of this formula, charge and spin) = 12.66 kcal per mole

=====

8.
The following is a DFT calculation (wB97M-V/def2-TZVPD) of a structure of composition C4H5LiMgO.

Cartesian coordinates (Å):
C: -0.68 -1.47 -1.01
C: -0.36 -0.95 0.17
C: -0.50 -0.48 1.43
H: 0.11 -1.71 -1.73
H: -1.72 -1.66 -1.28
H: -1.07 0.44 1.62
H: -0.16 -1.07 2.28
O: 0.71 1.67 -0.52
C: 1.23 0.84 0.35
Mg: -0.55 1.35 -2.04
Li: 1.05 2.91 0.89
H: 1.94 0.13 -0.14

Kohn-Sham gap (alpha / beta) = 0.252 / 0.251 hartree
Spin multiplicity = 2
Relative energy (zero: lowest compared OMol25 entry of this formula, charge and spin) = 55.83 kcal per mole
Total charge = +1

=====

9.
The following is a DFT calculation (wB97M-V/def2-TZVPD) of a structure of composition C13H24BrCaCl2CsFNNaO3.

Cartesian coordinates (Å):
C: 4.16 0.03 1.27
C: 5.01 -1.24 1.16
O: 6.18 -1.17 1.50
O: 4.53 -2.50 0.64
C: 3.31 -2.94 1.30
C: 2.31 -3.35 0.16
C: 1.69 -2.07 -0.51
C: 0.19 -1.85 -0.10
C: 0.01 -0.77 1.03
C: -0.84 -1.29 2.20
F: 0.04 -1.68 3.33
H: 4.85 0.87 1.50
H: 3.68 0.29 0.31
H: 3.44 0.01 2.11
H: 3.50 -3.87 1.88
H: 2.88 -2.20 2.00
H: 1.55 -4.06 0.53
H: 2.94 -3.89 -0.58
H: 1.69 -2.25 -1.61
H: 2.34 -1.20 -0.32
H: -0.41 -1.42 -1.07
H: -0.23 -2.81 0.28
H: 1.00 -0.40 1.39
H: -0.53 0.10 0.59
H: -1.35 -2.26 1.90
Ca: -2.73 -1.80 3.84
C: -2.24 4.32 -1.49
C: -2.34 3.26 -2.58
C: -3.45 2.24 -2.32
C: -3.19 1.52 -1.05
N: -3.04 1.01 -0.05
H: -1.97 3.87 -0.52
H: -1.47 5.05 -1.73
H: -3.19 4.85 -1.38
H: -1.38 2.76 -2.68
H: -2.54 3.76 -3.54
H: -3.48 1.51 -3.13
H: -4.43 2.73 -2.25
O: 8.53 0.45 0.10
H: 7.92 -0.13 0.55
Cs: 6.60 -3.30 0.31
C: -6.82 1.09 -0.18
Cl: -8.00 0.31 0.89
Cl: -7.22 0.83 -1.88
H: -6.82 2.16 0.02
H: -5.84 0.68 0.02
Br: -1.06 -0.20 -2.00
Na: -3.80 5.00 0.18

Kohn-Sham gap = 0.042 hartree
Total charge = +1

=====

10.
The following is a DFT calculation (wB97M-V/def2-TZVPD) of a cluster of 2 separate species, C6H12O in total.

Cartesian coordinates (Å):
C: 0.30 2.47 -1.41
C: -0.06 1.03 -1.01
C: 0.87 0.51 0.05
C: -1.70 -1.43 1.07
C: -1.11 -2.38 1.80
C: 1.41 -0.85 0.02
O: 2.21 0.26 -0.37
H: -0.35 2.84 -2.20
H: 0.22 3.14 -0.55
H: 1.33 2.50 -1.77
H: -1.09 0.99 -0.64
H: 0.00 0.38 -1.89
H: 0.80 1.01 1.02
H: -1.92 -1.58 0.01
H: -1.98 -0.47 1.49
H: -0.90 -2.23 2.85
H: 1.70 -1.34 0.95
H: -0.83 -3.34 1.37
H: 1.11 -1.52 -0.78

Kohn-Sham gap = 0.413 hartree
SMILES string = CC[C@H]1CO1.C=C
Relative energy (zero: lowest compared OMol25 entry of this formula, charge and spin) = 55.63 kcal per mole

=====

11.
The following is a DFT calculation (wB97M-V/def2-TZVPD) of a cluster of 2 separate species, C2H4NO2S2 in total.

Cartesian coordinates (Å):
C: 0.23 0.09 -1.68
C: 0.57 -1.09 -1.12
N: -1.19 -0.40 2.19
O: -0.65 0.23 -2.54
O: 0.78 1.24 -1.13
S: 0.36 -0.61 1.78
S: -1.86 0.92 2.85
H: 0.05 -2.01 -1.59
H: 1.52 -1.30 -0.81
H: 1.36 0.94 -0.45
H: -1.18 1.99 2.50

Kohn-Sham gap (alpha / beta) = 0.266 / 0.201 hartree
Relative energy (zero: lowest compared OMol25 entry of this formula, charge and spin) = 62.57 kcal per mole
Total charge = -1

=====

12.
The following is a DFT calculation (wB97M-V/def2-TZVPD) of a structure of composition C15H20F4N3Ti.

Cartesian coordinates (Å):
Ti: -0.49 -0.23 0.09
C: -1.20 -1.55 -2.11
N: -1.15 -0.12 -1.73
C: -2.49 0.47 -1.81
C: -0.14 0.66 -2.51
C: 1.29 0.27 -2.04
N: 1.14 -0.26 -0.69
C: 2.03 -1.19 -0.16
C: 1.50 -2.08 0.80
F: 0.07 -1.88 1.00
C: 2.22 -3.11 1.39
F: 1.64 -3.92 2.23
C: 3.55 -3.27 1.02
C: 4.12 -2.43 0.07
F: 5.35 -2.62 -0.31
C: 3.38 -1.39 -0.52
F: 3.91 -0.60 -1.43
H: -1.63 -1.67 -3.12
H: -1.86 -2.11 -1.42
H: -0.20 -2.00 -2.14
H: -2.92 0.36 -2.82
H: -2.45 1.55 -1.59
H: -3.18 -0.03 -1.10
H: -0.32 1.73 -2.32
H: -0.25 0.48 -3.59
H: 1.95 1.16 -2.06
H: 1.75 -0.48 -2.70
H: 4.14 -4.07 1.46
C: -0.61 4.74 2.07
C: -1.35 3.46 2.49
C: -1.01 3.10 3.96
C: -2.88 3.64 2.32
C: -0.98 2.37 1.69
N: -0.74 1.45 1.01
H: -0.95 5.55 2.72
H: -0.82 5.02 1.04
H: 0.47 4.64 2.20
H: -1.34 3.93 4.59
H: 0.07 2.98 4.10
H: -1.52 2.20 4.30
H: -3.19 4.46 2.96
H: -3.44 2.76 2.61
H: -3.13 3.91 1.29

Kohn-Sham gap (alpha / beta) = 0.270 / 0.226 hartree
Relative energy (zero: lowest compared OMol25 entry of this formula, charge and spin) = 0.00 kcal per mole
Total charge = +3

=====

13.
The following is a DFT calculation (wB97M-V/def2-TZVPD) of a structure of composition C22H27N4O3PdS4.

Cartesian coordinates (Å):
Pd: 0.45 -0.14 -0.33
N: -0.79 -1.98 2.18
C: -0.19 -0.80 2.51
C: -0.17 -0.49 3.89
C: 0.41 0.66 4.34
C: 0.97 1.54 3.41
C: 0.90 1.22 2.10
N: 0.34 0.06 1.64
C: -1.22 -2.56 0.99
C: -2.22 -3.53 1.12
C: -2.71 -4.14 -0.01
C: -2.19 -3.78 -1.25
C: -1.22 -2.81 -1.29
N: -0.73 -2.20 -0.19
H: -1.44 -2.21 2.92
H: -0.66 -1.18 4.57
H: 0.41 0.88 5.40
H: 1.43 2.47 3.72
H: 1.28 1.88 1.33
H: -2.63 -3.75 2.10
H: -3.50 -4.87 0.07
H: -2.55 -4.22 -2.17
H: -0.83 -2.47 -2.24
C: 2.15 2.06 -3.36
C: 1.36 0.83 -3.79
S: 0.78 -0.45 -2.63
C: 2.14 -1.63 -2.43
C: 3.31 -1.11 -1.62
S: 2.82 -0.18 -0.12
C: 3.16 1.59 -0.46
C: 4.27 1.96 -1.41
S: 3.93 1.78 -3.20
H: 1.71 2.53 -2.48
H: 2.03 2.79 -4.17
H: 1.92 0.26 -4.53
H: 0.43 1.14 -4.28
H: 2.46 -2.00 -3.40
H: 1.65 -2.45 -1.90
H: 3.95 -0.46 -2.21
H: 3.91 -1.95 -1.26
H: 3.40 1.98 0.53
H: 2.22 2.06 -0.77
H: 5.17 1.36 -1.24
H: 4.54 3.00 -1.21
N: -0.70 2.76 -1.39
C: -1.37 1.97 -0.43
C: -1.87 0.70 -0.75
C: -2.66 0.00 0.18
C: -2.90 0.50 1.43
C: -2.39 1.76 1.76
C: -1.64 2.48 0.85
S: -3.92 -0.44 2.59
O: -4.67 0.58 3.27
O: -4.65 -1.35 1.73
O: -2.95 -1.13 3.46
H: -0.75 3.74 -1.16
H: -1.09 2.63 -2.31
H: -1.85 0.36 -1.79
H: -3.13 -0.94 -0.11
H: -2.63 2.18 2.73
H: -1.29 3.48 1.11

Kohn-Sham gap = 0.223 hartree
Relative energy (zero: lowest compared OMol25 entry of this formula, charge and spin) = 0.00 kcal per mole
Total charge = +1

=====

14.
The following is a DFT calculation (wB97M-V/def2-TZVPD) of a structure of composition C24H32Cl2IrN3O4PS3Te.

Cartesian coordinates (Å):
Ir: 0.34 0.02 0.13
C: 2.38 -2.19 2.30
C: 0.95 -2.57 2.09
N: 0.06 -1.80 1.53
C: -1.19 -2.40 1.46
C: -1.23 -3.64 1.99
S: 0.31 -4.08 2.59
C: -2.27 -1.65 0.82
C: -3.58 -1.97 0.76
S: -4.43 -0.78 -0.12
C: -2.98 0.10 -0.38
N: -1.94 -0.47 0.16
C: -2.96 1.37 -1.16
H: 2.76 -1.66 1.43
H: 3.00 -3.08 2.48
H: 2.47 -1.53 3.17
H: -2.08 -4.32 2.04
H: -4.08 -2.82 1.20
H: -3.96 1.77 -1.29
H: -2.55 1.18 -2.16
H: -2.33 2.11 -0.66
Cl: 0.28 1.51 -1.99
C: 1.95 1.90 -2.27
C: 2.26 2.51 -3.47
C: 3.58 2.82 -3.75
C: 4.57 2.51 -2.83
C: 4.24 1.92 -1.63
Cl: 5.52 1.57 -0.52
C: 2.91 1.59 -1.30
S: 2.55 0.88 0.26
H: 1.47 2.73 -4.18
H: 3.83 3.29 -4.69
H: 5.61 2.74 -3.04
C: 4.97 -2.97 -0.46
C: 4.10 -2.69 -1.66
O: 2.79 -2.31 -1.18
P: 1.53 -2.31 -2.15
O: 0.37 -1.77 -1.36
Te: 1.98 -1.29 -4.26
O: 1.31 -3.84 -2.53
C: 0.90 -4.79 -1.50
C: -0.60 -4.95 -1.49
H: 5.99 -3.18 -0.80
H: 4.61 -3.83 0.09
H: 5.00 -2.10 0.20
H: 4.02 -3.57 -2.30
H: 4.50 -1.87 -2.26
H: 1.27 -4.45 -0.53
H: 1.40 -5.72 -1.75
H: -1.08 -3.99 -1.26
H: -0.89 -5.68 -0.74
H: -0.95 -5.29 -2.47
O: -0.33 1.92 1.44
C: -0.02 2.24 2.58
C: -0.06 3.66 3.05
C: -1.50 3.84 3.61
C: -2.01 2.77 4.60
C: -2.29 1.38 3.98
C: -1.04 0.48 3.84
N: 0.16 1.31 3.57
H: 0.12 4.35 2.24
H: 0.67 3.82 3.85
H: -2.19 3.87 2.75
H: -1.55 4.82 4.09
H: -2.94 3.14 5.02
H: -1.31 2.68 5.44
H: -2.74 1.52 2.99
H: -3.03 0.86 4.59
H: -1.17 -0.23 3.03
H: -0.85 -0.08 4.75
H: 0.50 1.73 4.42

Kohn-Sham gap (alpha / beta) = 0.257 / 0.197 hartree
Spin multiplicity = 5
Relative energy (zero: lowest compared OMol25 entry of this formula, charge and spin) = 16.64 kcal per mole
Total charge = +1

=====

Number 1: maximum force 0.07763 Eh/bohr. Number 2: maximum force 0.06137 Eh/bohr. Number 3: maximum force 0.02906 Eh/bohr. Number 4: maximum force 0.01798 Eh/bohr. Number 5: maximum force 0.15141 Eh/bohr. Number 6: maximum force 0.04709 Eh/bohr. Number 7: maximum force 0.01420 Eh/bohr. Number 8: maximum force 0.04108 Eh/bohr. Number 9: maximum force 0.15099 Eh/bohr. Number 10: maximum force 0.00575 Eh/bohr. Number 11: maximum force 0.09321 Eh/bohr. Number 12: maximum force 0.04211 Eh/bohr. Number 13: maximum force 0.00763 Eh/bohr. Number 14: maximum force 0.03816 Eh/bohr.